# 1
This record from the OMol25 dataset describes a molecular structure, C45H31Cl2N10O4Ti in a non-equilibrium geometry. The level of theory is ωB97M-V/def2-TZVPD.

Computed properties:
Gap between HOMO and LUMO (alpha / beta) in eV: 5.15 / 5.83
F_max in eV/Å: 4.312
E_tot in eV: -118421.4980
Spin multiplicity: 2
HOMO energy (alpha / beta) in eV: -6.21 / -6.89
LUMO level (alpha / beta) in eV: -1.06 / -1.06

Each line ends with the Mulliken spin population.
Element x y z (Å)
Ti (-0.711631, 0.928329, 1.212059)  0.8109
Cl (-6.502231, -0.235171, 4.752759)  0.0001
C (-5.003631, -0.452771, 3.930859)  0.0005
C (-4.334931, 0.661629, 3.446059)  -0.0012
C (-3.153531, 0.494729, 2.730759)  0.0204
N (-2.297831, 1.486329, 2.284059)  -0.0208
C (-2.529531, 2.794029, 2.519559)  0.0295
O (-3.589231, 3.354829, 2.767259)  0.0027
C (-1.228231, 3.538029, 2.566759)  -0.0062
C (-1.166831, 4.821229, 3.105759)  -0.0062
C (0.072069, 5.401729, 3.307259)  0.0025
C (1.205369, 4.667829, 2.972759)  -0.0017
C (1.050069, 3.406929, 2.419259)  -0.0035
N (-0.137631, 2.844929, 2.211559)  0.0024
C (-2.664131, -0.810871, 2.475759)  0.0100
C (-3.321631, -1.914571, 3.012759)  -0.0019
C (-4.492431, -1.732271, 3.732959)  0.0008
Cl (-5.342531, -3.106171, 4.325659)  0.0001
N (-1.614231, -0.814271, 1.583759)  -0.0207
C (-0.911131, -1.911671, 1.250659)  -0.0202
O (-0.890131, -3.009471, 1.788759)  -0.0020
C (-0.187131, -1.674071, -0.049841)  0.0331
C (0.569169, -2.680971, -0.643741)  0.0129
C (1.017369, -2.505371, -1.940141)  -0.0036
C (0.603869, -1.370471, -2.626441)  0.0132
C (-0.146831, -0.419371, -1.957341)  0.0074
N (-0.493631, -0.528671, -0.675441)  -0.0071
H (-4.735731, 1.649329, 3.614159)  0.0006
H (-2.089731, 5.314829, 3.371559)  -0.0003
H (0.163169, 6.391929, 3.727459)  0.0002
H (2.194169, 5.068129, 3.133559)  0.0000
H (1.922469, 2.824829, 2.151259)  -0.0001
H (-2.937631, -2.908771, 2.855059)  -0.0001
H (0.767669, -3.578071, -0.078241)  -0.0002
H (1.637269, -3.241771, -2.425841)  0.0003
H (0.845769, -1.229771, -3.668041)  0.0002
H (-0.501331, 0.461129, -2.481241)  -0.0056
C (3.870069, -5.912571, -2.456241)  0.0000
O (4.479569, -4.795971, -3.059541)  0.0008
C (4.756369, -3.709771, -2.287641)  0.0043
C (5.573969, -2.734771, -2.870841)  -0.0026
C (6.000769, -1.652671, -2.142141)  0.0055
C (5.595869, -1.482671, -0.808741)  -0.0037
C (4.699269, -2.411471, -0.266041)  0.0025
C (4.305669, -3.521171, -0.984441)  -0.0024
N (6.263969, -0.550871, -0.042341)  0.0139
N (5.828469, -0.023371, 0.994259)  -0.0037
C (4.511969, 0.090329, 1.345359)  0.0326
C (4.123269, -0.104871, 2.673959)  -0.0077
C (2.798269, -0.041371, 3.072359)  0.0346
C (1.790969, 0.291329, 2.158059)  -0.0427
O (0.505869, 0.311329, 2.404359)  -0.0576
C (2.195569, 0.700429, 0.853459)  0.0375
N (1.216869, 1.252429, 0.092359)  -0.0162
C (1.557369, 1.708029, -1.107141)  0.0270
C (2.848769, 1.644829, -1.615541)  -0.0123
C (3.851669, 1.078129, -0.860141)  0.0190
C (3.542669, 0.585129, 0.416959)  -0.0092
H (3.903269, -6.703071, -3.204241)  0.0000
H (2.826669, -5.710671, -2.192941)  0.0001
H (4.412869, -6.236971, -1.562841)  0.0000
H (5.898069, -2.883371, -3.888941)  0.0001
H (6.660069, -0.918071, -2.579341)  -0.0001
H (4.367269, -2.301271, 0.756059)  0.0015
H (3.651769, -4.236171, -0.511341)  0.0002
H (4.880469, -0.385271, 3.389359)  -0.0004
H (2.525469, -0.267771, 4.092359)  0.0004
H (0.779769, 2.178029, -1.691541)  0.0095
H (3.056569, 2.059029, -2.587741)  -0.0005
H (4.866869, 1.054829, -1.225441)  0.0012
C (-1.126331, 4.103529, -1.795541)  -0.0137
C (-0.846931, 3.447329, -0.603441)  0.0475
N (-1.426131, 2.276629, -0.261841)  -0.0113
C (-2.364031, 1.791429, -1.070041)  0.0689
C (-2.728131, 2.377929, -2.293641)  -0.0072
C (-2.053531, 3.569129, -2.659541)  0.0285
C (-3.708831, 1.857529, -3.203341)  0.0031
C (-4.475631, 0.735229, -3.245241)  -0.0067
C (-4.639231, -0.421271, -2.403541)  0.0018
C (-5.531231, -1.423971, -2.836441)  -0.0017
C (-5.745931, -2.497471, -2.002241)  0.0003
N (-5.144131, -2.605271, -0.821141)  -0.0014
C (-4.303631, -1.639371, -0.508041)  0.0013
N (-4.008531, -0.574071, -1.226741)  -0.0003
H (-0.596531, 5.015229, -2.034741)  -0.0003
H (-0.114131, 3.865429, 0.074859)  -0.0017
H (-2.857631, 0.864829, -0.772941)  0.0122
H (-2.264431, 4.055829, -3.601841)  0.0015
H (-3.855931, 2.524829, -4.047941)  0.0000
H (-5.140631, 0.688429, -4.102641)  -0.0003
H (-6.040731, -1.346471, -3.782541)  -0.0001
H (-6.424931, -3.298271, -2.262241)  0.0000
H (-3.814131, -1.722971, 0.453259)  0.0016

Cartesian forces (eV/Å) of the 6 atoms listed first:
Ti -1.3 1.0 -2.7
Cl -0.2 0.2 0.2
C 0.2 -0.4 -0.2
C 0.1 0.1 -0.1
C -0.5 -0.7 0.5
N -0.9 0.3 0.6


# 2
This record from the OMol25 dataset describes 4 unconnected molecules or ions with the total composition C39H40N2O4S in a non-equilibrium geometry. The level of theory is ωB97M-V/def2-TZVPD.

Computed properties:
Gap between HOMO and LUMO in eV: 8.79
F_max in eV/Å: 1.397
E_tot in eV: -63094.8663
HOMO energy in eV: -8.48
LUMO level in eV: 0.31
SMILES: CC(=O)OCCCCCCc1cc2c(cc1OC#N)N(O)c1ccccc1S2.c1ccccc1.c1ccccc1.c1ccccc1

Each line ends with the Mulliken charge.
Element x y z (Å)
C (-0.696308, -0.957847, -5.285484)  -0.8192
C (-0.829765, 0.496690, -5.653414)  0.5826
O (-0.013038, 1.034548, -6.335409)  -0.5737
O (-1.832436, 1.235738, -5.119012)  -0.3590
C (-3.110703, 0.600328, -5.030657)  0.1054
C (-4.105820, 1.624796, -4.545414)  -0.9672
C (-5.453011, 1.033157, -4.082984)  -0.7002
C (-5.825043, -0.340894, -4.652063)  -0.5952
C (-6.873876, -1.049100, -3.748091)  -1.2608
C (-6.595795, -2.542570, -3.590311)  -0.9270
C (-5.264215, -2.879918, -2.968109)  0.5320
C (-4.474900, -1.937260, -2.307901)  -0.7719
C (-3.232603, -2.261493, -1.783343)  0.5085
C (-2.729931, -3.561742, -1.846497)  -0.0020
C (-3.508035, -4.511942, -2.492777)  -0.5804
C (-4.722116, -4.151194, -3.038313)  -0.0352
O (-5.457499, -5.183140, -3.711079)  -0.5348
C (-5.124452, -5.251713, -4.955849)  0.4789
N (-4.791857, -5.311012, -6.046331)  -0.4479
N (-1.450702, -3.873262, -1.293826)  0.1361
O (-1.322943, -5.281232, -1.236275)  -0.4975
C (-1.246664, -3.314009, 0.016523)  -0.1421
C (-0.691922, -4.055626, 1.051919)  -0.3437
C (-0.488070, -3.486472, 2.300327)  -0.7981
C (-0.812599, -2.163689, 2.551794)  -0.5658
C (-1.356620, -1.410656, 1.518511)  -0.9692
C (-1.563398, -1.982595, 0.272510)  0.9244
S (-2.228376, -1.007158, -1.049695)  -0.2498
H (-1.630847, -1.499955, -5.225898)  0.3534
H (-0.185102, -1.001269, -4.325678)  0.2057
H (-0.037575, -1.399808, -6.019304)  0.3566
H (-3.060628, -0.265659, -4.372151)  -0.1845
H (-3.411796, 0.226761, -6.012302)  0.4831
H (-3.642727, 2.119773, -3.692599)  0.2424
H (-4.216372, 2.399053, -5.299063)  0.3210
H (-5.485536, 1.054198, -2.998031)  0.4427
H (-6.238257, 1.718668, -4.396282)  0.4615
H (-6.302462, -0.194761, -5.615192)  0.4867
H (-4.981020, -1.016970, -4.714576)  0.3942
H (-6.896950, -0.589333, -2.763986)  0.4377
H (-7.868608, -0.953885, -4.174172)  0.5505
H (-6.690820, -3.040969, -4.553751)  0.3331
H (-7.376905, -2.965806, -2.956979)  0.4840
H (-4.813763, -0.919881, -2.208216)  0.5497
H (-3.182351, -5.531455, -2.590752)  0.5981
H (-0.486475, -5.466999, -1.679010)  0.3673
H (-0.421518, -5.085656, 0.912188)  0.4898
H (-0.067374, -4.105637, 3.078710)  0.3859
H (-0.684121, -1.684888, 3.509125)  0.6164
H (-1.651552, -0.381580, 1.649400)  0.4884
C (2.350374, 1.920524, 2.391305)  -0.6224
C (1.779317, 0.690879, 2.692925)  -0.0092
C (2.342595, -0.115028, 3.672033)  -0.2525
C (3.480223, 0.305986, 4.348022)  -0.3755
C (4.054573, 1.530987, 4.040493)  -0.8950
C (3.490349, 2.339259, 3.062144)  -0.4119
H (1.907013, 2.551758, 1.631760)  0.4328
H (0.894762, 0.360056, 2.163729)  0.2024
H (1.896168, -1.072892, 3.907678)  0.3871
H (3.918858, -0.321111, 5.113720)  0.3849
H (4.945238, 1.857821, 4.563207)  0.6393
H (3.938721, 3.295563, 2.824261)  0.5201
C (6.024824, 2.039814, -0.063927)  -0.4906
C (6.445058, 1.566022, 1.170927)  0.0009
C (7.797552, 1.369144, 1.414678)  -0.5393
C (8.729289, 1.643852, 0.422972)  -0.3587
C (8.307785, 2.112268, -0.813862)  -0.4303
C (6.955738, 2.311310, -1.057282)  -0.3667
H (4.969819, 2.196645, -0.251667)  0.3938
H (5.719300, 1.348322, 1.940336)  0.3529
H (8.125796, 1.001261, 2.378708)  0.3661
H (9.784116, 1.492497, 0.613598)  0.3595
H (9.033609, 2.322505, -1.588910)  0.3523
H (6.627402, 2.677527, -2.021566)  0.3636
C (4.489684, 3.685906, 7.397991)  -0.3494
C (3.205509, 3.577210, 6.882869)  0.0896
C (2.184158, 4.364892, 7.396226)  -0.6107
C (2.446514, 5.258364, 8.425561)  -0.3123
C (3.729971, 5.362106, 8.944164)  -0.4373
C (4.752043, 4.576709, 8.429854)  -0.4354
H (5.288270, 3.075204, 6.995113)  0.3190
H (3.000257, 2.879121, 6.082716)  0.2993
H (1.182973, 4.282139, 6.993015)  0.3638
H (1.650472, 5.874169, 8.824164)  0.3629
H (3.933894, 6.055890, 9.749612)  0.3534
H (5.753233, 4.658647, 8.833202)  0.3623

Cartesian forces (eV/Å) of the 6 atoms listed first:
C 0.0 0.1 0.0
C 0.1 -0.1 0.0
O 0.4 0.4 -0.2
O -0.3 -0.2 -0.2
C -0.1 -0.1 0.0
C 0.2 0.0 0.5


# 3
This record from the OMol25 dataset describes a molecular structure, C23H25BrN3O3Ti in a non-equilibrium geometry. The level of theory is ωB97M-V/def2-TZVPD.

Computed properties:
Gap between HOMO and LUMO (alpha / beta) in eV: 6.93 / 8.37
F_max in eV/Å: 1.912
ΔE to the lowest compared entry with this formula, charge and spin in kJ/mol: 45.3
E_tot in eV: -128024.3824
Spin multiplicity: 3
HOMO energy (alpha / beta) in eV: -10.00 / -11.76
LUMO level (alpha / beta) in eV: -3.07 / -3.39
Total charge: +1

Each line ends with the Mulliken spin population.
Element x y z (Å)
Ti (1.044497, 0.935433, 2.137619)  1.5159
C (1.961447, -1.427901, 4.764103)  0.0074
C (1.371921, -0.113913, 4.330995)  -0.0194
C (0.006464, -0.019171, 4.027847)  0.0667
C (-0.605729, 1.244009, 3.812969)  0.0577
C (0.168641, 2.398329, 3.917089)  -0.0272
C (1.556751, 2.311337, 4.049524)  0.1141
C (2.164028, 1.036951, 4.213788)  0.1070
H (1.922129, -2.187852, 3.979717)  0.0017
H (1.389009, -1.809673, 5.609425)  -0.0006
H (2.998530, -1.313677, 5.073006)  -0.0007
H (-0.612859, -0.902803, 4.079325)  -0.0002
H (-1.672041, 1.308502, 3.668508)  0.0028
H (-0.303614, 3.362703, 3.813164)  -0.0002
H (2.158590, 3.203951, 4.095322)  0.0039
H (3.223081, 0.975298, 4.410197)  0.0068
Br (3.635632, -1.160167, 1.698364)  0.0113
C (3.560720, 0.357905, 0.558980)  0.0468
C (4.489456, 0.554015, -0.442548)  -0.0216
C (4.314116, 1.645991, -1.272422)  0.0406
C (3.230050, 2.491125, -1.083405)  -0.0149
C (2.367031, 2.224381, -0.053038)  0.0663
N (2.536741, 1.171620, 0.771271)  -0.0620
C (1.158452, 3.081104, 0.281196)  -0.0037
O (0.946760, 4.106753, -0.295329)  0.0158
O (0.432424, 2.526876, 1.245987)  0.0255
H (5.311994, -0.134770, -0.565185)  0.0007
H (5.021408, 1.831938, -2.071730)  0.0030
H (3.038601, 3.353524, -1.708880)  -0.0001
C (-4.680165, -0.299048, -4.087737)  -0.0001
C (-3.231752, 0.141419, -4.204064)  0.0002
N (-2.340068, -0.526229, -3.240131)  -0.0005
C (-1.436901, -1.556368, -3.746026)  0.0006
C (-2.149952, -2.818591, -4.194395)  -0.0004
C (-2.351704, -0.055419, -1.976375)  -0.0053
O (-3.015236, 0.907498, -1.621994)  -0.0006
C (-1.494346, -0.719313, -0.935040)  -0.0053
C (-1.606672, -2.049683, -0.604242)  0.0216
C (-0.865861, -2.539108, 0.462336)  -0.0112
C (-0.046354, -1.678729, 1.147929)  0.0559
N (0.048544, -0.363033, 0.865099)  -0.0841
C (-0.674482, 0.097179, -0.169900)  0.0920
H (-5.284044, 0.194617, -4.852000)  0.0000
H (-5.081989, -0.025477, -3.111684)  0.0000
H (-4.781601, -1.379135, -4.220047)  0.0000
H (-3.154430, 1.213116, -4.040495)  -0.0001
H (-2.833424, -0.075198, -5.195292)  -0.0001
H (-0.697522, -1.781917, -2.977662)  0.0007
H (-0.885856, -1.128878, -4.584852)  -0.0001
H (-2.750376, -3.244801, -3.386541)  -0.0001
H (-1.424280, -3.566951, -4.517704)  -0.0001
H (-2.819249, -2.626637, -5.035649)  0.0000
H (-2.272388, -2.702582, -1.160473)  0.0067
H (-0.917022, -3.578582, 0.757227)  -0.0002
H (0.565870, -2.045192, 1.960383)  0.0014
H (-0.632964, 1.155204, -0.376528)  -0.0147

Cartesian forces (eV/Å) of the 6 atoms listed first:
Ti -0.4 -0.1 1.9
C 0.0 0.0 -0.1
C 0.0 0.0 0.1
C -0.1 0.3 0.2
C 0.1 -0.2 0.4
C 0.1 0.0 0.1


# 4
This record from the OMol25 dataset describes a molecular structure, C3H4LiO3Sn in a non-equilibrium geometry. The level of theory is ωB97M-V/def2-TZVPD.

Computed properties:
Gap between HOMO and LUMO in eV: 8.69
F_max in eV/Å: 5.276
ΔE to the lowest compared entry with this formula, charge and spin in kJ/mol: 0.0
E_tot in eV: -15347.5764
HOMO energy in eV: -13.00
LUMO level in eV: -4.31
Total charge: +1

Each line ends with the Mulliken charge.
Element x y z (Å)
O (-1.032369, 0.714688, 0.180144)  -0.2607
C (0.032323, 1.514566, 0.126966)  1.1778
C (-0.900074, -0.675401, 0.322547)  -0.3084
O (-0.140382, 2.723571, -0.030925)  -0.7320
O (1.211816, 1.002366, 0.112343)  -0.6386
C (-0.606551, -1.466260, -0.773503)  -0.8074
H (-1.290975, -1.044623, 1.272982)  0.5221
H (0.564870, -1.291979, 1.371264)  0.0363
H (-0.732999, -1.065918, -1.783441)  0.3510
H (-0.638474, -2.545947, -0.600138)  0.3555
Sn (1.715326, -0.825143, -0.043027)  0.4043
Li (1.817489, 2.960080, -0.155212)  0.9001

Cartesian forces (eV/Å) of the 6 atoms listed first:
O 0.2 -0.8 0.5
C -1.9 1.9 -1.0
C -0.4 -0.6 -0.5
O 0.7 -0.8 0.4
O 0.1 3.4 0.5
C -0.4 0.9 -0.1


The highest F_max belongs to which entry? C3H4LiO3Sn